Entry 1:
The following is a quantum chemistry calculation of a 4-piece molecular cluster, C5H14O3 overall at a distorted geometry, from the Open Molecules 2025 dataset.

Geometry (Å):
1 C 1.614 -2.910 -1.364
2 C 1.106 -1.817 -0.770
3 C 2.019 -0.729 -0.257
4 C 1.464 0.665 -0.235
5 C 0.310 1.013 0.327
6 H 0.882 -3.501 -1.893
7 H 2.684 -3.004 -1.371
8 H 0.035 -1.704 -0.874
9 H 2.539 -0.900 0.690
10 H 2.876 -0.707 -0.943
11 H 2.164 1.473 -0.442
12 H 0.009 2.004 0.641
13 H -0.507 0.291 0.338
14 O 3.050 5.129 0.576
15 H 2.811 6.011 0.296
16 H 2.481 4.950 1.312
17 O -4.063 -3.191 2.563
18 H -4.047 -3.319 3.509
19 H -4.964 -3.116 2.249
20 O -4.255 1.476 -1.565
21 H -3.635 0.863 -1.992
22 H -4.573 1.023 -0.794

Summary:
HOMO in eV: -9.299
2S+1: 1
Orbital gap in eV: 9.88
Energy above the lowest of the compared OMol25 structures with the same formula, charge and spin in kJ/mol: 180.9
Structure (SMILES): C=CCC=C.O.O.O

=====

Entry 2:
The following is a quantum chemistry calculation of one molecule with the formula C4H2O2, from the Open Molecules 2025 dataset.

Geometry (Å):
1 C 1.882 -0.235 -0.390
2 C 0.988 0.534 -0.130
3 C -0.389 0.840 0.186
4 O -0.907 1.898 0.454
5 C -1.241 -0.453 0.162
6 O -0.769 -1.553 0.060
7 H 2.648 -0.943 -0.613
8 H -2.325 -0.264 0.255

Summary:
HOMO in eV: -10.335
2S+1: 1
Orbital gap in eV: 9.29
Energy above the lowest of the compared OMol25 structures with the same formula, charge and spin in kJ/mol: 46.3
Structure (SMILES): C#CC(=O)C=O

=====

Entry 3:
The following is a quantum chemistry calculation of C49H62BrGeI2InN3OPSe as an isolated structure at a distorted geometry, from the Open Molecules 2025 dataset.

Geometry (Å):
1 In -2.048 0.598 -1.894
2 C 0.275 -3.621 5.945
3 C 1.595 -3.015 5.442
4 C 2.456 -4.123 4.818
5 C 2.344 -2.433 6.642
6 C 1.301 -1.951 4.383
7 C 0.608 -2.303 3.222
8 C 0.311 -1.340 2.288
9 Br -0.699 -1.817 0.749
10 C 0.709 -0.006 2.435
11 O 0.363 0.819 1.403
12 C 1.444 0.371 3.561
13 C 1.687 -0.628 4.516
14 C 2.009 1.780 3.866
15 C 1.842 2.823 2.748
16 C 1.320 2.333 5.122
17 C 3.522 1.667 4.126
18 H 0.472 -4.351 6.737
19 H -0.265 -4.132 5.144
20 H -0.379 -2.843 6.349
21 H 2.675 -4.894 5.563
22 H 3.406 -3.718 4.458
23 H 1.949 -4.603 3.977
24 H 2.546 -3.230 7.362
25 H 1.757 -1.664 7.153
26 H 3.305 -2.001 6.348
27 H 0.275 -3.320 3.048
28 H 2.208 -0.335 5.418
29 H 0.811 3.184 2.648
30 H 2.192 2.463 1.779
31 H 2.437 3.704 3.001
32 H 0.255 2.496 4.935
33 H 1.764 3.294 5.401
34 H 1.415 1.654 5.973
35 H 4.035 1.281 3.238
36 H 3.759 1.007 4.961
37 H 3.932 2.655 4.353
38 I -4.867 1.526 -3.406
39 C -4.407 3.504 -3.762
40 I -1.803 4.167 -2.606
41 H -5.005 4.197 -3.184
42 H -4.209 3.727 -4.804
43 C 4.059 -0.211 -2.248
44 N 3.013 -0.387 -1.155
45 C 2.879 -1.875 -0.818
46 N 2.598 -2.627 -1.994
47 C 3.615 -2.407 -3.012
48 N 3.729 -0.995 -3.392
49 C 2.555 -0.497 -4.139
50 P 1.011 -0.659 -3.125
51 C 1.708 0.204 -1.614
52 C 1.242 -2.377 -2.528
53 H 5.011 -0.526 -1.825
54 H 4.089 0.851 -2.486
55 H 3.320 0.104 -0.313
56 H 2.075 -1.958 -0.092
57 H 3.827 -2.174 -0.371
58 H 3.366 -2.990 -3.895
59 H 4.580 -2.742 -2.629
60 H 2.436 -1.067 -5.061
61 H 2.712 0.546 -4.417
62 H 0.987 0.164 -0.799
63 H 1.886 1.249 -1.851
64 H 1.053 -3.034 -3.376
65 H 0.482 -2.599 -1.781
66 C -0.496 -0.620 -3.843
67 C -0.987 0.371 -4.816
68 C -2.079 -0.014 -5.621
69 C -2.545 0.799 -6.642
70 C -1.949 2.031 -6.893
71 C -0.887 2.447 -6.098
72 C -0.423 1.639 -5.072
73 H -2.546 -0.970 -5.414
74 H -3.387 0.473 -7.244
75 H -2.316 2.667 -7.690
76 H -0.435 3.419 -6.258
77 H 0.378 1.996 -4.433
78 C -7.006 -6.193 -0.183
79 C -5.951 -5.208 -0.617
80 C -6.270 -3.891 -0.916
81 C -5.309 -2.978 -1.344
82 C -5.736 -1.574 -1.678
83 C -3.971 -3.388 -1.475
84 Se -2.628 -2.170 -2.137
85 C -3.626 -4.714 -1.153
86 C -2.214 -5.254 -1.238
87 C -4.624 -5.593 -0.739
88 H -7.984 -5.717 -0.109
89 H -6.768 -6.628 0.791
90 H -7.088 -7.018 -0.896
91 H -7.301 -3.559 -0.820
92 H -6.793 -1.422 -1.453
93 H -5.574 -1.378 -2.742
94 H -5.152 -0.839 -1.125
95 H -1.483 -4.455 -1.329
96 H -2.101 -5.907 -2.108
97 H -1.981 -5.844 -0.349
98 H -4.346 -6.617 -0.494
99 Ge -0.019 3.094 -0.866
100 C -0.597 4.056 0.784
101 C -0.063 5.260 1.247
102 C -0.521 5.841 2.426
103 C -1.519 5.221 3.172
104 C -2.062 4.020 2.733
105 C -1.600 3.447 1.549
106 C 1.655 4.105 -1.335
107 C 1.742 5.273 -2.097
108 C 2.975 5.816 -2.449
109 C 4.158 5.206 -2.045
110 C 4.100 4.051 -1.275
111 C 2.861 3.512 -0.935
112 H 0.256 1.733 1.687
113 H 0.724 5.750 0.682
114 H -0.101 6.781 2.764
115 H -1.872 5.675 4.090
116 H -2.843 3.533 3.307
117 H -2.041 2.514 1.208
118 H 0.833 5.763 -2.428
119 H 3.014 6.723 -3.040
120 H 5.116 5.625 -2.329
121 H 5.017 3.580 -0.935
122 H 2.834 2.615 -0.313

Summary:
HOMO (alpha / beta) in eV: -6.178 / -6.359
2S+1: 1
Orbital gap (alpha / beta) in eV: 4.58 / 5.96
Energy above the lowest of the compared OMol25 structures with the same formula, charge and spin in kJ/mol: 531.2

=====

Entry 4:
The following is a quantum chemistry calculation of C21H20F5OTi as an isolated structure at a distorted geometry, from the Open Molecules 2025 dataset.

Geometry (Å):
1 Ti 0.185 0.358 0.736
2 C 2.093 0.913 1.963
3 C 2.499 0.042 0.898
4 C 2.304 0.742 -0.339
5 H 2.948 -0.941 1.008
6 C 1.775 2.031 -0.049
7 C 1.644 2.139 1.377
8 H 1.333 3.021 1.930
9 H 2.190 0.713 3.026
10 H 2.630 0.403 -1.326
11 H 1.589 2.810 -0.783
12 C -2.009 0.637 1.253
13 C -1.374 1.863 1.656
14 C -1.065 2.605 0.472
15 H -1.265 2.213 2.680
16 C -1.471 1.846 -0.657
17 C -2.030 0.613 -0.184
18 H -2.518 -0.144 -0.793
19 H -2.482 -0.097 1.898
20 H -0.644 3.608 0.430
21 H -1.456 2.172 -1.691
22 O 0.180 -0.810 -0.587
23 C -0.297 0.474 -3.724
24 C 0.408 -0.734 -3.242
25 C 0.422 1.741 -3.872
26 C -1.744 0.415 -3.991
27 C 0.418 -1.476 -1.829
28 H 1.472 -0.595 -3.493
29 H 0.008 -1.547 -3.881
30 H -0.312 -2.289 -1.863
31 H 1.406 -1.937 -1.711
32 H 0.309 2.125 -4.900
33 H 1.489 1.596 -3.663
34 H 0.057 2.535 -3.188
35 H -1.934 0.066 -5.016
36 H -2.198 1.411 -3.899
37 H -2.271 -0.267 -3.313
38 F 0.139 -3.261 0.758
39 C -0.018 -2.783 2.018
40 C -0.030 -1.420 2.275
41 C -0.186 -1.067 3.605
42 F -0.184 0.249 3.982
43 C -0.340 -1.993 4.647
44 F -0.513 -1.554 5.909
45 C -0.327 -3.355 4.360
46 F -0.479 -4.264 5.351
47 C -0.170 -3.746 3.035
48 F -0.182 -5.059 2.729

Summary:
HOMO (alpha / beta) in eV: -0.947 / -0.948
2S+1: 1
Net charge: -1
Orbital gap (alpha / beta) in eV: 3.49 / 3.49

=====

Entry 5:
The following is a quantum chemistry calculation of a 2-piece molecular cluster, C6H9N2O2 overall, from the Open Molecules 2025 dataset.

Geometry (Å):
1 C 2.009 -0.697 -3.386
2 C -0.020 0.850 -0.907
3 C 1.456 0.177 -2.312
4 C 2.066 1.144 -1.569
5 N 0.162 0.002 -1.875
6 N 1.105 1.585 -0.696
7 H -0.866 0.976 -0.251
8 H 1.253 2.274 0.025
9 H 3.048 1.575 -1.597
10 H 2.487 -1.581 -2.955
11 H 2.759 -0.206 -4.008
12 H 1.189 -1.098 -3.977
13 C -2.049 -0.504 3.901
14 C -1.573 -0.865 2.468
15 O -1.090 0.097 1.817
16 O -1.715 -2.057 2.130
17 H -2.338 -1.403 4.445
18 H -2.857 0.239 3.837
19 H -1.261 0.021 4.447

Summary:
HOMO in eV: -4.051
2S+1: 1
Net charge: -1
Orbital gap in eV: 7.43
Energy above the lowest of the compared OMol25 structures with the same formula, charge and spin in kJ/mol: 90.6

=====

Entry 6:
The following is a quantum chemistry calculation of a 2-piece molecular cluster, C6H10O overall at a distorted geometry, from the Open Molecules 2025 dataset.

Geometry (Å):
1 C -0.418 -0.596 -3.328
2 C 0.086 0.326 -2.482
3 C 0.022 0.212 -1.030
4 C -0.243 -0.870 -0.245
5 C 0.044 -0.801 1.186
6 C -0.336 -1.619 2.192
7 H -0.077 -0.757 -4.362
8 H -1.054 -1.289 -2.783
9 H 0.790 1.111 -2.774
10 H 0.595 1.022 -0.536
11 H -0.567 -1.678 -0.902
12 H 0.093 0.241 1.501
13 H -1.004 -2.429 1.926
14 H -0.079 -1.305 3.202
15 O 0.737 2.468 2.660
16 H 0.676 3.424 2.609
17 H 0.003 2.107 3.156

Summary:
HOMO in eV: -8.098
2S+1: 1
Orbital gap in eV: 8.35
Energy above the lowest of the compared OMol25 structures with the same formula, charge and spin in kJ/mol: 254.2
Structure (SMILES): C=C/C=C/C=C.O